147
Properties=species:S:1:pos:R:3:forces:R:3 method="wB97M-V/def2-TZVPD" lumo_energy_ev=1.1 charge=-1 spin_multiplicity=1 e_homo_ev=-7.782 gap_ev=8.9
O 1.511618 0.429605 2.533251 -1.71 1.96 -2.09
C 0.849437 0.868214 1.570060 2.75 -1.54 3.54
O 0.417554 0.072728 0.649087 -1.05 -0.03 -1.06
B -0.214554 0.900947 -0.382037 -0.05 0.04 0.28
O -0.271976 2.277656 0.149420 -0.63 0.14 -0.47
C 0.424298 2.329518 1.238216 0.55 0.29 2.47
O 0.639531 3.272637 1.968473 -0.17 -0.59 -1.02
O -1.554709 0.397219 -0.787906 0.81 0.22 1.16
C -1.504304 0.193394 -2.053845 -2.41 0.21 -4.17
O -2.469154 -0.017172 -2.808569 2.24 0.00 1.86
C -0.056026 0.508067 -2.611174 -0.51 -0.20 2.45
O 0.628287 0.937998 -1.543626 -0.05 -0.37 -1.35
O 0.370952 0.377167 -3.698239 0.26 -0.15 -1.60
C -7.117291 1.831499 1.297766 -0.24 -0.85 0.26
C -7.857863 2.185556 2.553526 -0.94 1.60 -0.90
O -7.247307 2.407246 3.552746 0.25 -0.05 1.51
C -9.395580 2.485288 2.458803 0.74 -1.15 0.10
H -7.750469 1.130339 0.754117 0.22 0.28 -0.67
H -6.169392 1.349823 1.537724 -0.11 0.00 0.12
H -6.870385 2.756822 0.777267 -0.39 -0.09 -0.34
H -9.880526 1.553663 2.750361 -0.11 -0.21 0.10
H -9.750708 2.656400 1.442587 0.23 0.34 0.03
H -9.740232 3.226182 3.180183 0.36 0.13 -0.21
C -3.614231 11.535682 4.424758 0.36 1.03 -0.71
C -2.586785 10.653593 3.739236 -0.43 -1.98 1.50
O -1.571922 11.009113 3.212535 0.14 1.05 -0.45
C -2.834854 9.168189 3.937007 -0.10 -0.26 -0.04
H -4.655129 11.332645 4.172960 0.14 -0.26 -0.31
H -3.360519 12.544688 4.099745 -0.25 0.21 0.32
H -3.571152 11.468145 5.511810 0.37 -0.12 0.00
H -2.553524 8.825740 4.932843 0.07 0.46 0.33
H -2.205906 8.562245 3.284813 -0.34 0.13 -0.32
H -3.902121 8.956629 3.871497 0.05 -0.26 -0.33
C -4.832267 -3.860619 -7.893815 -0.45 0.13 -1.61
C -4.170754 -3.324441 -9.200700 0.00 -2.76 0.77
O -4.747087 -3.372121 -10.249123 -0.77 0.51 -0.67
C -2.731303 -2.992777 -9.131608 0.00 0.56 0.81
H -4.447734 -4.779012 -7.450203 1.26 0.59 0.29
H -5.777892 -4.306245 -8.202549 -0.59 0.99 0.05
H -4.882664 -2.971355 -7.265516 -0.36 -0.55 0.63
H -2.512900 -2.305985 -9.949354 0.45 -0.02 0.31
H -2.127839 -3.900272 -9.151346 -0.12 -0.12 -0.39
H -2.593504 -2.625083 -8.114799 0.58 0.66 -0.18
C 7.368511 -2.412965 -0.142044 0.03 0.22 0.17
C 6.663132 -1.204654 -0.695021 1.16 -0.17 0.26
O 6.711713 -0.117892 -0.142234 -0.56 -1.10 -0.98
C 6.075709 -1.514122 -2.058796 -1.36 1.32 0.18
H 8.145835 -2.677235 -0.859007 0.21 0.02 0.03
H 6.678684 -3.256677 -0.162088 0.04 -0.07 0.44
H 7.810394 -2.180414 0.826863 -0.14 -0.34 0.00
H 6.807348 -1.796510 -2.815802 0.17 0.32 0.18
H 5.500734 -0.619690 -2.298561 0.26 0.09 -0.70
H 5.320602 -2.300191 -2.056704 0.18 -0.29 0.45
C 6.506114 2.814098 4.888209 0.45 1.54 -0.70
C 7.080458 4.124841 4.254818 1.00 0.65 1.64
O 8.146153 4.561634 4.689383 -1.35 -0.55 -0.88
C 6.258333 4.894193 3.212281 0.78 -0.74 0.36
H 7.216677 2.469809 5.639644 0.08 -0.21 -0.40
H 6.315948 2.130634 4.060659 -0.13 -0.34 0.36
H 5.589986 3.063911 5.423373 -0.27 -0.09 -0.30
H 5.852333 4.127472 2.552442 -0.46 0.42 -0.19
H 6.878050 5.605706 2.666574 0.18 -0.28 0.01
H 5.495846 5.501370 3.700171 -0.29 -0.41 0.06
C -2.724463 3.462020 -7.755558 -1.55 -0.17 -0.86
C -4.080805 3.528498 -8.524724 -0.82 -0.41 0.00
N -5.137138 3.559954 -9.042026 3.11 -0.01 1.40
H -2.111151 4.305612 -8.072256 -0.12 -0.03 0.28
H -2.163289 2.540644 -7.911296 -0.31 -0.04 -0.71
H -2.892348 3.412168 -6.679715 -0.31 0.64 -0.08
C 4.267119 -3.931456 5.025158 -0.67 0.58 0.44
C 3.479777 -4.827621 4.204157 0.62 0.13 0.29
N 2.827666 -5.541586 3.600638 -0.52 -0.59 -0.57
H 4.818584 -3.208194 4.424436 0.24 -0.31 0.08
H 4.850566 -4.459498 5.779402 0.25 -0.01 -0.39
H 3.525438 -3.356761 5.579879 0.06 0.22 0.13
C -5.693215 -4.857045 -1.834550 -0.90 -0.14 -0.97
C -6.133103 -5.919513 -2.754759 0.22 -1.06 -0.12
N -6.379851 -6.763661 -3.504269 0.03 0.78 0.59
H -4.794479 -4.459908 -2.306426 0.11 0.21 0.62
H -5.603526 -5.178290 -0.796827 0.33 -0.14 -0.29
H -6.497734 -4.123379 -1.885473 0.24 0.36 0.16
C 1.204916 8.273886 -0.730587 0.83 -0.12 0.53
C 2.675769 8.267715 -0.732786 0.00 -0.34 -0.53
N 3.822084 8.248675 -0.805884 -0.16 0.09 0.16
H 0.918590 8.061673 0.299503 -0.35 0.34 -0.03
H 0.803323 7.460541 -1.334985 0.12 0.25 -0.21
H 0.910367 9.268483 -1.065444 -0.44 -0.24 0.10
C 4.907890 -1.444746 -9.030758 0.29 0.08 -0.40
C 5.815890 -2.693079 -8.882550 -0.83 0.04 -0.03
C 6.948643 -2.561458 -9.916129 0.04 0.80 0.17
S 6.143451 -1.959514 -11.443276 -0.31 0.11 -0.50
O 5.749804 -3.108962 -12.254998 0.49 0.83 0.51
O 6.842992 -0.832950 -12.088937 -0.79 -1.64 1.26
C 4.654688 -1.397977 -10.549416 -0.25 0.16 -0.49
H 5.375993 -0.597935 -8.528886 0.48 0.35 -0.76
H 3.961908 -1.457793 -8.489420 -0.12 -0.74 -0.14
H 5.219657 -3.576167 -9.112265 0.01 -0.14 -0.07
H 6.105952 -2.791646 -7.836489 0.56 -0.03 -0.20
H 7.540808 -3.454201 -10.117237 -0.20 0.08 -0.05
H 7.592033 -1.725123 -9.642824 0.25 -0.10 0.10
H 3.910139 -2.159368 -10.781835 0.13 -0.24 0.03
H 4.290221 -0.526112 -11.092667 0.26 0.45 0.57
C 1.063428 2.230694 9.427956 -1.58 0.35 0.76
C -0.106569 3.115044 9.995769 0.74 -0.65 0.45
C -1.046033 2.133128 10.800694 1.08 0.63 -0.65
S 0.081666 0.850951 11.554239 -0.86 -0.35 -2.75
O -0.360775 -0.457663 11.032021 0.92 1.85 0.76
O 0.282648 1.045144 12.951263 -0.08 0.04 0.98
C 1.555174 1.489738 10.684485 0.17 0.02 -0.39
H 1.783004 2.880889 8.930406 0.25 -0.33 0.19
H 0.546340 1.621224 8.686838 0.59 -0.51 -0.08
H -0.537711 3.684503 9.172410 -0.63 -0.38 0.11
H 0.321761 3.878392 10.645343 -0.03 -0.07 0.32
H -1.663418 1.606130 10.073225 -0.20 -0.10 0.38
H -1.607289 2.637053 11.587558 -0.06 -0.25 -0.10
H 2.297208 0.694864 10.609216 -0.22 -0.10 -0.34
H 1.981537 2.260665 11.326342 -0.09 -0.14 0.33
C 0.334749 -6.127709 -5.088526 -1.11 -0.65 0.65
C 1.491798 -5.651324 -4.249032 1.69 -1.06 -0.05
C 1.162725 -5.726188 -2.780615 -1.96 -0.38 0.25
S 0.153616 -7.294129 -2.604129 0.10 -0.50 -0.84
O -1.116036 -7.090264 -1.896319 1.66 -0.05 -0.90
O 1.061020 -8.373883 -2.213381 -0.80 0.99 0.01
C -0.128257 -7.509557 -4.445194 0.47 1.59 -0.04
H 0.695353 -6.214866 -6.113453 -0.32 -0.32 -0.03
H -0.491874 -5.417329 -5.076004 -0.08 0.04 0.00
H 1.935316 -4.713461 -4.583409 -0.35 0.22 0.25
H 2.261156 -6.397740 -4.446631 0.45 -0.04 0.03
H 0.438013 -4.928284 -2.618657 0.10 0.08 0.73
H 1.915856 -5.820375 -1.998300 0.15 0.31 -0.40
H -1.178310 -7.762349 -4.592114 0.17 0.03 -0.05
H 0.552605 -8.272231 -4.823165 -0.21 -0.23 0.42
C -3.007813 -1.805254 6.145212 1.18 -0.27 0.15
C -2.900532 -2.737513 4.934469 -1.30 0.46 -1.01
C -3.843470 -3.887834 5.144556 0.06 -0.99 1.20
S -5.347467 -3.160763 5.922830 0.76 -2.32 0.30
O -6.031961 -4.116918 6.811727 1.15 1.54 -0.86
O -6.080586 -2.621589 4.823965 -0.72 1.05 -0.41
C -4.385633 -1.910477 6.853424 0.39 -0.24 -0.52
H -2.688877 -0.819635 5.806174 -0.63 0.25 0.22
H -2.203794 -2.094507 6.821935 -0.23 -0.08 0.43
H -1.902995 -3.052690 4.628390 0.04 0.09 0.44
H -3.318441 -2.191106 4.088961 0.19 0.12 -0.28
H -3.437391 -4.589110 5.873549 0.00 -0.03 0.31
H -4.042691 -4.503883 4.267692 -0.53 0.43 -0.07
H -4.276805 -2.369808 7.835905 -0.12 0.29 0.03
H -4.897087 -0.948776 6.893913 -0.23 -0.28 0.03